{
  "formula": "C3H4N4O",
  "method": "wB97M-V/def2-TZVPD",
  "species": ["N", "N", "C", "C", "N", "C", "N", "O", "H", "H", "H", "H"],
  "positions_angstrom": [[2.09966, -0.79621, 0.01502], [1.97226, 0.45407, -0.09704], [0.97173, 1.16279, -0.03848], [-0.41154, 0.55761, -0.10713], [-1.57805, 1.16982, -0.01332], [-2.47117, 0.05854, -0.01669], [-1.85708, -1.04611, -0.14321], [-0.54007, -0.80244, -0.05270], [1.18881, -1.43645, 0.50348], [2.90908, -1.55349, -0.25894], [1.30426, 2.18046, -0.01475], [-3.58788, 0.05140, 0.22378]],
  "gap_ev": 9.285,
  "e_tot_ev": -11179.062,
  "e_lumo_ev": 0.64,
  "relative_energy_ev": 4.907
}

---

{
  "formula": "C20H38RhSeSi",
  "method": "wB97M-V/def2-TZVPD",
  "species": ["Rh", "C", "C", "C", "C", "C", "C", "C", "C", "C", "C", "C", "C", "C", "C", "C", "C", "C", "H", "H", "H", "H", "H", "H", "H", "H", "H", "H", "H", "H", "H", "H", "H", "H", "H", "H", "H", "H", "H", "H", "H", "H", "H", "H", "H", "H", "H", "C", "Si", "C", "C", "Se", "H", "H", "H", "H", "H", "H", "H", "H", "H"],
  "positions_angstrom": [[-0.61312, 0.27791, -0.47568], [0.96569, -0.07214, 0.84691], [0.40137, 1.22933, 1.06755], [-0.98103, 1.03070, 1.52341], [-1.20026, -0.35749, 1.46557], [-0.00609, -1.05974, 1.06916], [0.09631, -2.55589, 0.96650], [1.44098, -2.95235, 0.36134], [-1.06242, -3.10682, 0.12818], [-0.01298, -3.10493, 2.40040], [-2.12016, 1.99193, 1.91210], [-2.63153, 2.83193, 0.72931], [-1.68012, 2.90160, 3.06630], [-3.31683, 1.16894, 2.41779], [1.26667, 2.47380, 0.92433], [2.43666, 2.20770, -0.03977], [1.86012, 2.74311, 2.32040], [0.52387, 3.70498, 0.41478], [1.98448, -0.26150, 0.55357], [-2.13313, -0.83505, 1.70988], [1.57626, -2.50960, -0.62850], [1.49746, -4.03635, 0.25739], [2.27725, -2.64278, 0.99190], [-1.12745, -2.61130, -0.84024], [-2.02000, -2.98958, 0.63865], [-0.90683, -4.17239, -0.04398], [0.76712, -2.70332, 3.05015], [0.09625, -4.18996, 2.37999], [-0.98265, -2.87418, 2.84442], [-2.05812, 3.73508, 0.54864], [-3.65852, 3.13597, 0.93434], [-2.65600, 2.26417, -0.20308], [-0.86134, 3.56337, 2.79593], [-1.37146, 2.31866, 3.93699], [-2.51984, 3.52833, 3.36977], [-3.78503, 0.58902, 1.61921], [-4.06889, 1.85769, 2.80027], [-3.04680, 0.49708, 3.23434], [3.17140, 1.51820, 0.37942], [2.95672, 3.14731, -0.22388], [2.09950, 1.81947, -1.00126], [2.42040, 1.87873, 2.68324], [1.09959, 2.98790, 3.05953], [2.55140, 3.58459, 2.25493], [0.06703, 3.53120, -0.56222], [1.24576, 4.51375, 0.30089], [-0.24153, 4.05360, 1.09944], [0.00017, -1.23023, -5.55129], [0.80442, -1.77428, -3.97961], [0.08105, -3.34314, -3.32249], [2.64996, -1.82259, -4.06720], [0.31568, 0.05322, -2.59895], [0.25244, -1.93062, -6.35319], [0.33271, -0.23676, -5.85384], [-1.08490, -1.21154, -5.44103], [0.20894, -4.13016, -4.07211], [-0.98694, -3.24028, -3.13146], [0.57822, -3.67073, -2.40995], [2.98083, -2.55420, -4.80979], [3.07023, -2.10923, -3.10108], [3.05706, -0.85012, -4.34632]],
  "charge": 1,
  "gap_ev": [6.750, 6.751],
  "e_tot_ev": -97584.236,
  "e_lumo_ev": [-4.59, -4.59]
}

---

{
  "formula": "C13H25N3O2",
  "method": "wB97M-V/def2-TZVPD",
  "species": ["C", "C", "H", "H", "C", "N", "C", "O", "C", "O", "N", "C", "H", "H", "C", "N", "C", "C", "H", "H", "H", "H", "H", "C", "C", "H", "H", "C", "H", "H", "H", "H", "H", "H", "H", "C", "H", "H", "H", "H", "H", "H", "H"],
  "positions_angstrom": [[-2.07498, -4.76030, 0.16174], [-2.99388, -3.70807, -0.19603], [-3.95156, -4.09784, -0.27905], [-2.59859, -3.15575, -1.16335], [-2.92496, -2.61759, 0.68468], [-1.62258, -1.89058, 1.02847], [-1.00344, -1.09628, 0.14210], [-1.14227, -1.03490, -1.00471], [0.58955, -0.90117, 0.67323], [0.80161, -1.19244, 1.81182], [1.31772, -0.19580, -0.03912], [2.65334, 0.38667, 0.01295], [2.86067, -0.11528, 0.70190], [3.13363, 0.13857, -0.74818], [2.49176, 1.85816, 0.13391], [1.78574, 2.82568, -0.83952], [2.08130, 2.37790, -2.31229], [1.93148, 3.59363, -3.18067], [2.47363, 4.26681, -2.69929], [0.89685, 3.76685, -3.22305], [2.51287, 3.26712, -4.20014], [1.70729, 1.61817, -2.45247], [3.31915, 2.12373, -2.07677], [0.37922, 2.99134, -0.48909], [0.59735, 2.88917, 0.90896], [0.44311, 4.05026, 1.15000], [-0.68741, 2.75463, 1.16921], [1.64133, 2.19566, 1.56870], [1.19631, 1.50587, 1.96888], [2.04171, 2.89584, 2.17074], [-0.09090, 1.90795, -0.84571], [0.12160, 3.66824, -1.25419], [3.44788, 2.22961, 0.39533], [0.66668, -0.03558, -1.20429], [-1.09986, -2.08571, 1.89607], [-3.85127, -1.48015, 0.81274], [-4.82202, -1.96335, 0.44683], [-4.05217, -0.54000, 1.57983], [-3.62323, -0.91789, -0.27023], [-3.08705, -2.91308, 1.98733], [-2.19802, -5.44451, -0.66836], [-2.34452, -5.03503, 1.17782], [-0.94849, -4.33886, 0.20806]],
  "gap_ev": 9.205,
  "e_tot_ev": -22436.764,
  "e_lumo_ev": 0.75,
  "relative_energy_ev": 16.797
}